# 1
{"formula": "C10H18BrNO3Sn", "method": "ωB97M-V/def2-TZVPD", "total_charge": 2, "e_lumo_ha": -0.3946, "orbital_gap_ev": 4.0, "fmax_ev_per_a": 1.01, "e_homo_ev": -14.70, "symbols": ["C", "C", "Br", "C", "C", "C", "O", "O", "C", "C", "C", "C", "O", "C", "N", "H", "H", "H", "H", "H", "H", "H", "H", "H", "H", "H", "H", "H", "H", "H", "H", "H", "H", "Sn"], "xyz": [[3.3095, 1.3370, 0.7082], [2.3736, 0.8817, -0.4146], [3.0956, 1.3649, -2.1690], [2.0944, -0.6324, -0.4335], [0.5675, -0.9015, -0.5516], [0.4151, -2.3325, -0.8487], [0.2609, -2.8756, -2.0084], [0.4773, -3.0670, 0.1623], [0.1281, -2.2293, 1.3600], [-0.2075, -0.8363, 0.7629], [-1.7190, -0.7095, 0.5261], [-2.3359, 0.6951, 0.5228], [-3.7415, 0.5652, 0.3816], [-1.9105, 1.6198, -0.6211], [-1.9154, 3.0078, -0.1981], [2.7551, 1.9083, 1.4525], [3.7530, 0.4850, 1.2218], [4.1182, 1.9563, 0.3355], [1.4352, 1.4302, -0.3749], [2.5797, -1.0780, -1.3018], [2.4997, -1.1344, 0.4452], [0.1763, -0.2508, -1.3292], [0.9276, -2.2986, 2.0911], [-0.7379, -2.7414, 1.7720], [0.1789, -0.0890, 1.4563], [-1.9805, -1.1890, -0.4435], [-2.2456, -1.2854, 1.2898], [-2.1183, 1.1874, 1.4764], [-4.1264, 0.1529, 1.1654], [-0.9479, 1.3104, -1.0429], [-2.6764, 1.5079, -1.3902], [-1.0257, 3.3062, 0.1767], [-2.1592, 3.6370, -0.9491], [-1.2980, -2.7023, -3.2302]], "forces_ev_per_a": [[-0.1, -0.1, 0.1], [0.2, 0.0, -0.1], [-0.2, 0.1, -0.1], [-0.1, -0.1, -0.2], [0.3, 0.5, 0.0], [0.5, 0.3, -0.3], [0.0, 0.0, -0.1], [-0.5, -0.6, 0.6], [-0.2, 0.0, 0.3], [0.0, -0.5, 0.5], [0.0, 0.1, 0.0], [-0.4, 0.1, 0.0], [0.1, -0.3, 0.0], [0.0, 0.3, 0.2], [0.0, -0.1, -0.1], [0.0, 0.0, 0.0], [0.1, 0.0, -0.1], [0.0, 0.1, 0.0], [0.0, 0.0, 0.1], [0.2, 0.0, 0.1], [-0.1, 0.1, 0.1], [-0.1, -0.1, -0.2], [0.3, 0.1, -0.3], [0.0, 0.0, 0.0], [-0.1, 0.2, -0.2], [0.0, 0.0, 0.0], [0.0, 0.0, 0.0], [0.2, 0.0, 0.0], [0.0, 0.2, 0.0], [0.1, 0.0, -0.1], [0.1, -0.1, -0.1], [0.0, 0.0, 0.1], [-0.1, 0.0, 0.0], [-0.1, -0.1, -0.4]], "lowdin_charge": [-0.1036, -0.7149, 0.7494, -0.1658, -0.2070, -0.4597, -0.2591, 0.1743, 0.0371, -0.1966, -0.0896, -0.3695, -0.0108, -0.2250, 0.0374, 0.0879, 0.0820, 0.0681, 0.0663, 0.0990, 0.1304, 0.1364, 0.1531, 0.1449, 0.1755, 0.1102, 0.1316, 0.1594, 0.1107, 0.0848, 0.1293, 0.0763, 0.0848, 1.7727]}

# 2
{"formula": "C10H18Cl14", "method": "ωB97M-V/def2-TZVPD", "smiles": "ClC(Cl)Cl.ClC(Cl)Cl.ClCCCl.ClCCCl.ClCCCl.ClCCCl", "e_lumo_ha": 0.0100, "relative_energy_kcal_mol": 8.9, "orbital_gap_ev": 11.0, "fmax_ev_per_a": 1.41, "e_homo_ev": -10.74, "symbols": ["Cl", "C", "Cl", "Cl", "H", "Cl", "C", "Cl", "Cl", "H", "Cl", "C", "C", "Cl", "H", "H", "H", "H", "Cl", "C", "C", "Cl", "H", "H", "H", "H", "Cl", "C", "C", "Cl", "H", "H", "H", "H", "Cl", "C", "C", "Cl", "H", "H", "H", "H"], "xyz": [[-0.9933, -3.4825, 1.2013], [-0.7045, -1.9295, 0.4301], [-0.1287, -2.1748, -1.2363], [0.5096, -0.9799, 1.3442], [-1.6188, -1.3534, 0.4164], [2.9099, -3.9857, 3.2328], [3.0856, -2.2603, 3.5279], [4.3983, -1.5746, 2.5369], [3.4336, -1.8934, 5.2232], [2.1739, -1.7254, 3.3055], [1.4110, 4.5561, 0.7964], [2.4400, 3.6650, 1.9199], [1.7703, 2.3331, 2.2380], [2.6370, 1.4842, 3.5211], [2.7092, 4.2987, 2.7587], [3.3709, 3.4099, 1.4134], [1.7756, 1.6866, 1.3579], [0.7005, 2.3792, 2.4447], [-2.0160, 0.8923, -0.9492], [-2.0620, 2.6544, -1.0995], [-1.9225, 3.3282, 0.2595], [-3.4641, 3.4376, 1.1757], [-2.9812, 3.0371, -1.5365], [-1.2026, 2.9657, -1.6898], [-1.6286, 4.3672, 0.1247], [-1.1640, 2.8443, 0.8688], [2.4600, 2.2413, -2.3315], [1.9741, 0.5684, -1.8895], [2.8931, -0.4281, -2.5563], [2.7097, -0.4457, -4.3107], [0.9369, 0.4300, -2.1798], [2.0759, 0.4517, -0.8114], [2.5553, -1.4111, -2.2293], [3.9421, -0.1964, -2.4068], [-3.1499, -5.0085, -0.9328], [-4.4122, -3.7668, -1.2547], [-3.9298, -2.8098, -2.3420], [-4.0874, -3.6434, -3.9294], [-4.6419, -3.2828, -0.3075], [-5.3122, -4.2732, -1.5914], [-2.9035, -2.4921, -2.2081], [-4.5496, -1.9134, -2.3046]], "forces_ev_per_a": [[0.1, 0.3, 0.1], [0.6, -0.2, 0.0], [-0.2, 0.1, 0.2], [-0.3, -0.1, -0.2], [0.0, 0.0, 0.0], [-0.1, 0.2, 0.0], [0.6, 0.4, 0.2], [-0.3, -0.2, -0.1], [-0.1, -0.2, 0.1], [-0.1, -0.2, -0.3], [-0.1, 0.3, -0.2], [0.5, -0.9, -0.2], [-0.5, -0.1, -0.6], [0.0, -0.1, 0.3], [-0.4, -0.1, 0.2], [0.0, 0.3, -0.1], [0.4, 0.1, -0.1], [0.2, 0.4, 0.6], [-0.3, -0.2, -0.2], [0.2, 1.1, 0.9], [0.0, 0.3, 0.0], [0.2, -0.4, -0.1], [0.0, -0.5, -0.3], [0.0, -0.2, -0.2], [0.1, -0.1, -0.1], [-0.2, -0.1, 0.1], [-0.2, -0.1, 0.2], [0.5, 0.2, -0.2], [-0.6, 0.0, 0.0], [-0.2, 0.0, -0.7], [0.0, 0.0, 0.0], [-0.1, 0.1, 0.0], [0.6, -0.1, 0.2], [0.0, -0.3, 0.5], [-0.4, 0.0, -0.1], [0.4, -0.1, -0.2], [-0.6, -0.3, 0.4], [0.1, 0.5, 0.3], [0.2, 0.2, 0.0], [0.0, -0.1, 0.0], [0.2, -0.2, 0.0], [-0.1, -0.1, -0.4]], "lowdin_charge": [0.5446, -1.4993, 0.5575, 0.5597, -0.0370, 0.5375, -1.5716, 0.4854, 0.5143, -0.0667, 0.5858, -0.6548, -0.7031, 0.5858, 0.0705, 0.0730, 0.0268, 0.0599, 0.5976, -0.6335, -0.6768, 0.5368, 0.0729, 0.0719, 0.0527, 0.0310, 0.5258, -0.6795, -0.6841, 0.5554, 0.0303, 0.0363, 0.0442, 0.0659, 0.5085, -0.6377, -0.6473, 0.5404, 0.0691, 0.0574, 0.0195, 0.0749]}

# 3
{"formula": "C10H18Cl2N2Tm", "method": "ωB97M-V/def2-TZVPD", "total_charge": -1, "e_lumo_ha": [0.0894, 0.0882], "relative_energy_kcal_mol": 0.0, "spin_multiplicity": 3, "orbital_gap_ev": [3.3, 3.5], "fmax_ev_per_a": 4.00, "e_homo_ev": [-0.91, -1.09], "symbols": ["Tm", "Cl", "Cl", "C", "H", "H", "C", "C", "H", "C", "H", "C", "H", "H", "C", "H", "H", "C", "H", "H", "H", "H", "C", "N", "C", "C", "N", "H", "H", "H", "H", "H", "H"], "xyz": [[2.1425, -0.3167, -0.4779], [1.5838, -2.5536, -1.3594], [3.4674, 1.4533, -1.5790], [3.7828, -1.0214, 0.7183], [4.5664, -0.3260, 1.0798], [3.9381, -2.0236, 1.1558], [-1.2043, 0.9192, -1.2712], [-0.0721, 0.8139, -1.8942], [-1.2635, 1.3189, -0.2527], [0.0912, 0.1173, -3.2304], [0.8335, 1.3721, -1.5523], [-1.2394, 0.0345, -4.0047], [0.8509, 0.6408, -3.8294], [0.4709, -0.9140, -3.0814], [-2.3916, -0.3780, -3.0951], [-1.4513, 1.0279, -4.4060], [-1.1421, -0.6695, -4.8344], [-2.5272, 0.6074, -1.9197], [-3.3268, -0.4224, -3.6642], [-2.2072, -1.3815, -2.6947], [-2.9609, 1.5425, -2.3127], [-3.2521, 0.2226, -1.1934], [-0.0607, 1.2199, 4.5022], [0.2544, 0.0323, 3.6902], [0.0579, -1.2968, 4.2975], [0.5486, 0.1406, 2.4361], [0.8767, 0.1717, 1.3032], [-0.1582, 0.8913, 5.5393], [-0.9942, 1.6911, 4.1629], [0.7483, 1.9574, 4.4191], [-0.8564, -1.7709, 3.9102], [0.9114, -1.9453, 4.0598], [-0.0171, -1.1551, 5.3785]], "forces_ev_per_a": [[1.9, -1.1, 0.1], [-0.6, -0.7, -0.5], [0.1, 0.9, -0.6], [-0.2, 0.0, 0.6], [0.0, -0.2, -0.1], [0.1, 0.1, -0.1], [-2.1, 0.5, 1.2], [2.3, 0.3, -1.4], [0.2, 0.2, -0.4], [-0.1, -0.1, -0.4], [-0.8, -0.5, 0.0], [0.3, 0.1, 0.3], [-0.2, -0.1, 0.2], [-0.1, 0.5, 0.1], [0.0, 0.0, 0.3], [-0.1, 0.0, -0.2], [0.0, 0.1, 0.0], [-0.3, -0.6, -0.3], [0.0, 0.0, 0.1], [0.0, 0.1, -0.1], [0.2, -0.1, 0.2], [0.1, 0.0, 0.0], [0.1, 0.1, -0.6], [-0.2, -0.1, 1.9], [0.2, -0.2, -0.5], [0.7, 0.4, -3.6], [-1.6, 0.1, 3.7], [0.0, 0.2, -0.2], [0.1, -0.1, 0.2], [-0.2, -0.2, 0.1], [0.2, 0.1, 0.2], [-0.2, 0.2, 0.1], [0.0, -0.2, -0.3]], "lowdin_spin": [2.0275, -0.0018, -0.0029, -0.0465, -0.0035, -0.0033, -0.0001, 0.0002, 0.0003, 0.0002, 0.0000, 0.0001, 0.0000, 0.0001, 0.0000, 0.0000, 0.0000, 0.0000, 0.0000, 0.0000, 0.0000, 0.0001, 0.0039, 0.0043, 0.0027, 0.0151, 0.0008, 0.0003, 0.0009, 0.0005, 0.0005, 0.0003, 0.0002]}

# 4
{"formula": "C10H18Cl3F6MgN5O6S2", "method": "ωB97M-V/def2-TZVPD", "e_lumo_ha": 0.0104, "relative_energy_kcal_mol": 11.9, "orbital_gap_ev": 9.8, "fmax_ev_per_a": 0.68, "e_homo_ev": -9.53, "symbols": ["Mg", "N", "C", "C", "N", "C", "C", "N", "C", "C", "N", "H", "H", "H", "H", "H", "H", "H", "H", "H", "H", "H", "H", "H", "H", "H", "H", "H", "H", "F", "C", "F", "F", "S", "O", "O", "N", "S", "O", "O", "C", "F", "F", "F", "Cl", "C", "Cl", "Cl", "C", "O", "O"], "xyz": [[-0.1823, 0.0388, 0.5479], [2.5124, -0.9002, -2.0659], [1.4432, -1.5875, -2.8022], [0.3790, -0.5914, -3.2472], [-0.5833, -0.2802, -2.1821], [-1.6985, -1.2226, -2.2415], [-2.5271, -1.2643, -0.9699], [-1.6544, -1.5103, 0.1867], [-1.0182, 1.1174, -2.2300], [0.0964, 2.0548, -1.7493], [0.8951, 1.4073, -0.6939], [3.2370, -0.5906, -2.7024], [2.9530, -1.5262, -1.4044], [0.9903, -2.3256, -2.1379], [1.8225, -2.1311, -3.6735], [-0.1499, -0.9622, -4.1358], [0.8850, 0.3264, -3.5529], [-1.2766, -2.2182, -2.4117], [-2.3567, -1.0104, -3.0981], [-3.2923, -2.0376, -1.0811], [-3.0400, -0.3206, -0.7973], [-1.2253, -2.4293, 0.1279], [-2.1886, -1.4907, 1.0511], [-1.8701, 1.2362, -1.5637], [-1.3415, 1.4118, -3.2394], [-0.3679, 2.9514, -1.3418], [0.7362, 2.3653, -2.5800], [1.3814, 2.1032, -0.1389], [1.6011, 0.7979, -1.1203], [4.4257, -1.4908, 0.5282], [3.6865, -0.8347, 1.4290], [4.4015, -0.6525, 2.5268], [3.3619, 0.3491, 0.9162], [2.1771, -1.8469, 1.7966], [1.2573, -1.4734, 0.7170], [2.6393, -3.1900, 1.8161], [1.6702, -1.3642, 3.1953], [0.5578, -0.2506, 3.1999], [0.8918, 0.8737, 2.3443], [-0.7660, -0.7652, 2.9674], [0.6672, 0.3136, 4.9413], [-0.2276, 1.2604, 5.1363], [0.4284, -0.7085, 5.7530], [1.8878, 0.7872, 5.1733], [-4.3180, 3.7050, 2.3429], [-3.4925, 2.7972, 1.0902], [-4.6423, 1.6502, 0.3547], [-2.9216, 3.9241, -0.1718], [-2.2352, 2.0137, 1.6477], [-1.8990, 2.2141, 2.7902], [-1.7100, 1.2770, 0.7532]], "forces_ev_per_a": [[-0.4, 0.4, -0.3], [-0.1, 0.0, 0.0], [0.0, 0.0, 0.0], [0.0, 0.0, 0.0], [0.0, 0.0, 0.0], [0.0, 0.0, 0.0], [0.0, 0.0, 0.0], [0.1, -0.1, 0.1], [0.0, 0.0, 0.0], [0.0, 0.0, 0.0], [0.2, -0.1, 0.1], [0.0, 0.0, 0.0], [0.0, 0.0, 0.0], [0.0, 0.0, 0.0], [0.0, 0.0, 0.0], [0.0, 0.0, 0.0], [0.0, 0.0, 0.0], [0.0, 0.0, 0.0], [0.0, 0.0, 0.0], [0.0, 0.0, 0.0], [0.0, 0.0, 0.0], [0.0, 0.0, 0.0], [0.0, 0.0, 0.0], [0.0, 0.0, 0.0], [0.0, 0.0, 0.0], [0.0, 0.0, 0.0], [0.0, 0.0, 0.0], [0.0, 0.0, 0.0], [0.0, 0.0, 0.0], [0.0, 0.0, 0.0], [0.1, 0.0, 0.0], [0.0, 0.0, 0.0], [0.0, 0.0, 0.0], [0.0, -0.1, 0.2], [0.0, 0.0, -0.1], [0.0, 0.0, 0.0], [0.3, -0.1, 0.0], [-0.3, 0.0, 0.0], [0.1, 0.1, -0.2], [0.0, -0.2, 0.1], [0.1, 0.1, 0.2], [0.0, 0.0, 0.0], [0.0, 0.0, 0.0], [-0.1, 0.0, 0.0], [0.0, 0.0, 0.0], [0.0, 0.0, 0.0], [0.0, 0.0, 0.0], [0.0, 0.0, 0.0], [0.0, 0.2, -0.1], [0.0, -0.1, 0.1], [0.0, -0.1, 0.0]], "lowdin_charge": [0.6104, 0.0119, -0.2318, -0.1843, -0.1813, -0.1819, -0.2141, 0.0000, -0.1794, -0.2016, -0.0024, 0.0869, 0.0544, 0.1081, 0.1114, 0.1230, 0.1166, 0.1222, 0.1329, 0.1232, 0.0639, 0.1074, 0.0992, 0.0863, 0.1334, 0.0940, 0.1097, 0.1067, 0.0542, 0.1345, -0.6674, 0.1640, 0.1413, 0.6355, -0.3493, -0.2277, -0.2654, 0.6320, -0.2905, -0.2504, -0.6864, 0.1803, 0.1619, 0.1581, 0.6195, -1.4818, 0.5962, 0.5969, -0.7723, 0.0449, -0.1528]}

# 5
{"formula": "C10H18Cl3O5P", "method": "ωB97M-V/def2-TZVPD", "smiles": "CCOP(=O)(OCC)O[C@H](/C=C/OCCCl)C(Cl)Cl", "e_lumo_ha": 0.0252, "relative_energy_kcal_mol": 44.9, "orbital_gap_ev": 9.5, "fmax_ev_per_a": 5.41, "e_homo_ev": -8.80, "symbols": ["C", "C", "O", "P", "O", "O", "C", "C", "O", "C", "C", "C", "O", "C", "C", "Cl", "C", "Cl", "Cl", "H", "H", "H", "H", "H", "H", "H", "H", "H", "H", "H", "H", "H", "H", "H", "H", "H", "H"], "xyz": [[1.4566, 2.7946, 4.0991], [1.2909, 2.5578, 2.5547], [0.4365, 1.4527, 2.3507], [-0.0727, 1.1555, 0.9167], [1.0816, 1.1599, -0.0549], [-1.0104, 2.2952, 0.4104], [-0.7973, 2.6284, -1.0070], [-2.1532, 3.2247, -1.3414], [-0.8135, -0.3961, 0.9280], [0.1549, -1.3835, 1.1249], [-0.2332, -2.4291, 0.1798], [0.1630, -2.3739, -1.1489], [-0.1450, -3.3695, -1.9931], [-0.2131, -2.7713, -3.3518], [-0.4965, -3.8650, -4.3434], [-0.6597, -3.1369, -5.9210], [0.4138, -1.7944, 2.6338], [-0.3673, -3.2662, 3.0761], [2.1999, -1.9845, 2.7406], [1.3102, 1.9131, 4.6443], [0.7521, 3.5929, 4.4030], [2.4710, 3.2362, 4.3964], [2.2907, 2.3870, 2.2819], [1.1009, 3.5589, 2.1945], [-0.0403, 3.3970, -1.1116], [-0.5385, 1.7738, -1.6370], [-2.6933, 3.7492, -0.6235], [-2.7962, 2.3027, -1.6044], [-2.0616, 3.8138, -2.3017], [1.1602, -1.1146, 0.7081], [-0.7717, -3.2714, 0.5759], [0.7992, -1.5804, -1.4777], [0.7221, -2.3474, -3.6532], [-0.9451, -1.8711, -3.3424], [-1.4333, -4.4497, -4.1848], [0.3851, -4.6595, -4.3029], [0.0531, -0.9286, 3.1817]], "forces_ev_per_a": [[0.4, 2.5, -0.7], [1.7, 1.3, 3.4], [-1.3, 0.2, 1.0], [2.9, -2.2, -4.0], [-1.0, -0.8, 1.3], [-0.4, -0.7, 0.5], [-1.6, 1.5, 0.3], [-0.2, -2.7, -4.1], [0.1, 4.9, 1.4], [2.3, -1.1, -0.9], [0.8, -1.5, -2.9], [-1.0, -0.8, 4.6], [0.0, 1.1, -2.3], [-1.4, 0.3, 1.1], [0.5, -2.6, 0.8], [0.2, 0.2, -0.8], [0.3, 1.0, -2.3], [-0.5, -0.5, 0.7], [-0.3, 0.1, 0.6], [-0.3, -1.3, 0.8], [0.0, -0.7, 0.2], [-1.2, -0.8, -0.8], [1.0, -1.1, -1.3], [-1.3, -0.3, -1.0], [0.5, -0.2, 0.4], [-0.1, 0.1, 0.4], [-0.3, 1.1, 1.5], [0.6, 1.5, 0.3], [-0.2, -0.5, 1.0], [-0.9, 0.8, 0.8], [-0.4, -0.3, -0.4], [0.3, 0.5, -0.4], [0.9, 0.3, 0.3], [0.7, -1.8, -0.1], [0.7, 0.6, 0.3], [-1.7, 1.8, -0.3], [0.3, -0.3, 0.7]], "lowdin_charge": [-0.0580, -0.2529, -0.1515, 0.4990, -0.2723, -0.1715, -0.2415, -0.0806, -0.1270, -0.5495, -0.0398, -0.1362, -0.0753, -0.2757, -0.6278, 0.5861, -1.0235, 0.6626, 0.5932, 0.0446, 0.0734, 0.1018, 0.0975, 0.1213, 0.1163, 0.1160, 0.0451, 0.1046, 0.0949, 0.0989, 0.0742, 0.1242, 0.0988, 0.1526, 0.0837, 0.1327, 0.0618]}